No. 1
The following is a DFT calculation (ωB97M-V/def2-TZVPD) of C13H25CrO8 as an isolated structure.

- HOMO (spin up / spin down) (eV) = -16.233 / -16.266
- strongest force on any atom (eV/Å) = 0.42
- net charge = +2
- relative energy (zero: lowest compared OMol25 entry of this formula, charge and spin) (kJ/mol) = 13.3
- 2S+1 = 4
- LUMO (spin up / spin down) (eV) = -7.28 / -6.65

Last column: Mulliken charge in e.
Geometry (Å):
Cr 0.212598 -0.146498 0.328124  0.22
C 0.726475 -1.968740 2.643451  -0.36
C 1.919967 -2.028832 1.744922  -0.67
O 1.454964 -1.755368 0.385203  -0.51
C 2.333467 -1.177801 -1.787493  0.11
C 0.876152 -1.262509 -2.237192  -1.09
O 0.072275 -0.173133 -1.700533  0.01
C 0.013303 1.031248 -2.531264  -0.56
C 0.963444 2.120377 -2.075780  -0.71
O 0.735357 2.452902 -0.728870  -0.28
C -0.315610 3.351339 -0.443218  -0.58
C -0.886856 2.797682 0.839855  -0.85
O -1.182482 1.381708 0.609898  0.51
C -2.575781 1.109366 0.330573  -0.55
C -2.638956 -0.267611 -0.286688  -0.64
O -1.716415 -1.128740 0.409105  -0.37
C -2.136780 -1.526625 1.736824  -0.45
C -1.339089 -0.741646 2.761036  -0.62
O 0.047520 -0.716901 2.340381  -0.07
H 1.027319 -1.964400 3.691040  0.37
H 0.045714 -2.800423 2.464030  0.44
H 2.392593 -3.008847 1.748672  0.37
H 2.636499 -1.256360 2.022010  0.42
H 3.674705 -2.399518 -2.560530  0.43
H 2.874863 -0.388864 -2.315167  0.51
H 0.442011 -2.185156 -1.855100  0.36
H 0.792244 -1.266802 -3.321736  0.47
H -1.028093 1.352074 -2.488087  0.31
H 0.238895 0.735205 -3.555174  0.51
H 0.844456 2.978318 -2.745601  0.49
H 1.998880 1.790883 -2.142294  0.34
H -1.065028 3.387503 -1.240794  0.35
H 0.061100 4.364243 -0.278680  0.49
H -1.807735 3.291689 1.146580  0.41
H -0.162920 2.844976 1.650337  0.41
H -2.971897 1.852784 -0.362905  0.52
H -3.127126 1.177485 1.270163  0.37
H -2.301639 -0.265866 -1.319177  0.11
H -3.648623 -0.676222 -0.249731  0.51
H -1.958362 -2.597890 1.802156  0.38
H -3.205540 -1.355852 1.866719  0.48
H -1.414289 -1.194472 3.749635  0.50
H -1.644985 0.297853 2.824413  0.18
O 2.877562 -2.453486 -2.023059  -0.55
C 2.437193 -0.873944 -0.290255  0.14
O 1.985561 0.369227 0.108291  -0.69
H 3.443091 -1.104362 0.065910  0.85

Atomic forces in eV per Å
-0.115 -0.094 0.126
0.044 -0.072 0.060
-0.077 0.060 -0.083
0.102 -0.279 0.092
0.008 -0.091 0.096
0.115 -0.062 -0.027
0.065 0.001 0.003
-0.001 0.018 -0.010
-0.035 -0.075 -0.147
0.138 0.220 -0.041
0.034 -0.085 0.175
-0.209 0.042 -0.119
-0.022 0.010 -0.014
0.022 0.071 0.001
-0.073 -0.003 -0.017
0.114 0.130 0.005
0.000 -0.037 0.046
0.013 -0.020 0.001
-0.051 0.038 -0.128
-0.033 0.022 0.008
0.007 -0.001 -0.032
-0.006 -0.013 0.023
0.015 -0.010 0.013
0.010 -0.015 -0.003
-0.013 0.027 0.014
0.007 0.001 -0.005
-0.016 0.036 0.007
0.023 0.071 0.013
-0.067 -0.017 -0.005
-0.008 0.013 0.031
-0.009 0.010 0.021
-0.018 -0.055 0.011
-0.007 0.002 -0.053
0.024 0.014 0.049
0.063 -0.067 -0.038
0.007 0.024 0.014
-0.044 0.000 -0.009
-0.026 0.011 -0.010
0.020 -0.034 0.029
-0.001 0.003 0.001
-0.001 -0.003 -0.035
0.028 0.026 0.019
-0.020 0.005 0.035
-0.037 0.047 -0.008
-0.060 0.405 -0.066
0.089 -0.229 -0.053
0.003 -0.046 0.010

***

No. 2
The following is a DFT calculation (ωB97M-V/def2-TZVPD) of C13H25InNO5 as an isolated structure.

- HOMO (eV) = -9.473
- strongest force on any atom (eV/Å) = 6.19
- net charge = +1
- relative energy (zero: lowest compared OMol25 entry of this formula, charge and spin) (kJ/mol) = 664.9
- LUMO (eV) = -8.43

Last column: Mulliken charge in e.
Geometry (Å):
In -28.689980 -9.682730 -26.358340  1.00
C -16.122240 -13.935410 -29.337670  -0.82
C -17.076370 -13.690030 -30.542050  0.72
O -17.277580 -12.535420 -31.058650  -0.41
O -17.851210 -14.630070 -30.710620  -0.35
H -16.631260 -13.672930 -28.410250  0.23
H -15.201170 -13.354470 -29.384960  0.32
H -15.760370 -14.962650 -29.381570  0.30
C -20.198300 -9.644240 -25.233530  -0.79
C -21.721070 -10.017260 -25.514230  0.69
O -22.055810 -10.524430 -26.543430  -0.43
O -22.532800 -9.627740 -24.672200  -0.51
H -20.168890 -8.946660 -24.396490  0.28
H -19.591680 -9.306040 -26.073610  0.30
H -19.797470 -10.604690 -24.909560  0.23
C -15.359250 -0.041830 -24.294220  -1.82
C -16.707860 -0.426720 -24.953040  1.38
C -17.367010 -1.461340 -24.013040  -1.23
C -18.820430 -1.736380 -24.367460  -0.66
C -19.569490 -0.403620 -24.228940  -1.05
C -18.938420 0.810680 -25.086620  1.36
N -17.553730 0.866070 -24.951410  0.40
O -16.913220 1.979730 -25.502020  -0.40
C -19.283090 0.736550 -26.629700  -1.59
C -19.409800 2.120820 -24.404990  -2.02
C -16.524010 -0.972600 -26.388690  -1.79
H -14.637040 0.424050 -24.964650  0.39
H -14.820730 -0.910600 -23.915620  0.40
H -15.407070 0.651000 -23.454100  0.41
H -16.834130 -2.407520 -24.107280  0.44
H -17.185220 -1.091440 -23.003970  0.42
H -19.268810 -2.436090 -23.662150  0.37
H -18.857660 -2.229780 -25.338680  0.36
H -19.637470 -0.076120 -23.191530  0.41
H -20.573810 -0.637290 -24.582260  0.40
H -20.336890 0.928140 -26.831950  0.42
H -18.709550 1.545850 -27.081570  0.39
H -18.931140 -0.086960 -27.251040  0.25
H -18.872590 2.981630 -24.803130  0.52
H -20.495680 2.213040 -24.383350  0.39
H -19.047970 2.253030 -23.385340  0.48
H -17.248280 -1.453430 -27.046220  0.30
H -15.736630 -1.723500 -26.454100  0.44
H -16.110500 -0.090120 -26.876880  0.45
H -17.060880 2.547360 -24.742020  0.37

Atomic forces in eV per Å
0.106 -0.018 0.013
0.432 0.639 -1.483
1.288 1.384 3.361
-0.087 -1.996 -0.066
-1.074 0.087 -1.668
-0.143 -0.273 -0.162
-0.040 0.421 -0.168
-0.434 -0.216 0.249
-1.453 -1.396 0.010
4.818 3.315 2.037
-1.554 -2.026 -3.077
-1.810 -0.087 0.985
-0.035 0.052 -0.067
-0.429 0.060 -0.140
0.409 0.062 0.178
0.797 -0.079 -0.585
-0.805 0.721 0.394
0.173 -0.072 -0.501
0.511 0.971 1.102
0.401 0.158 -1.736
-2.149 -0.629 -0.089
2.874 -3.595 1.360
-0.311 -0.544 0.181
-0.076 1.113 0.199
-0.081 0.303 -0.194
1.624 0.566 -0.306
-0.264 0.072 -0.405
-0.290 -0.330 -0.058
-0.691 -0.060 0.014
0.453 0.113 -0.028
-0.519 -0.126 0.223
0.082 -0.116 0.081
-0.260 0.415 -0.228
0.186 -0.191 0.036
-0.265 0.742 -0.070
-0.053 -0.104 0.076
-0.223 0.433 0.055
-0.223 -0.621 0.847
-0.956 0.207 -0.965
0.103 0.339 -0.290
-0.161 -1.071 0.448
-0.932 0.556 0.752
0.443 0.061 0.599
-0.062 -0.143 -0.708
0.680 0.903 -0.206